Entry 1:
{"formula": "C3H9N2O", "method": "ωB97M-V/def2-TZVPD", "elements": ["C", "N", "C", "N", "O", "C", "H", "H", "H", "H", "H", "H", "H", "H", "H"], "positions_angstrom": [[0.20329, 1.66697, 0.13073], [-0.32355, 0.29071, 0.03942], [-0.04594, -0.57315, -1.20633], [-0.18423, -1.86373, -0.80127], [0.38340, -1.90022, 0.44676], [0.16874, -0.52387, 1.17284], [1.21978, 1.66845, 0.77163], [0.51469, 1.91877, -0.87366], [-0.49496, 2.34959, 0.58940], [-1.29134, 0.47896, 0.23137], [1.00473, -0.42466, -1.28417], [-0.52511, -0.30283, -2.11355], [-1.25025, -2.10183, -0.60451], [1.15910, -0.06328, 1.48616], [-0.53837, -0.61990, 2.01517]], "total_energy_ha": -304.07846, "relative_energy_kj_mol": 451.3, "e_homo_ev": -14.82, "lumo_ha": -0.12966, "smiles": "C[N@H+]1CNOC1", "charge": 1}

Entry 2:
{"formula": "H10O5", "method": "ωB97M-V/def2-TZVPD", "elements": ["O", "H", "H", "O", "H", "H", "O", "H", "H", "O", "H", "H", "O", "H", "H"], "positions_angstrom": [[-2.53829, 1.33391, 0.80792], [-3.37320, 0.86275, 0.76037], [-2.61646, 2.14392, 0.29226], [0.21249, 1.99681, -0.14148], [1.14024, 2.16068, 0.00871], [-0.45078, 1.56106, 0.38859], [2.98287, 0.25590, -0.20022], [3.08647, -0.59354, -0.64341], [2.99276, 0.00398, 0.72930], [0.84272, -1.46172, -0.60105], [0.85041, -0.52182, -0.83484], [0.28467, -1.89114, -1.25355], [-1.43532, -2.17064, 0.12772], [-0.89270, -1.97769, 0.93240], [-1.57407, -1.21590, -0.02310]], "total_energy_ha": -382.16447, "relative_energy_kj_mol": 156.7, "e_homo_ev": -10.43, "lumo_ha": 0.01788, "smiles": "O.O.O.O.O"}

Entry 3:
{"formula": "C6H27B3NSn", "method": "ωB97M-V/def2-TZVPD", "elements": ["Sn", "B", "H", "H", "H", "H", "B", "H", "H", "H", "H", "B", "H", "H", "H", "H", "C", "C", "N", "C", "C", "C", "C", "H", "H", "H", "H", "H", "H", "H", "H", "H", "H", "H", "H", "H", "H", "H"], "positions_angstrom": [[-0.81078, -0.16158, -0.98327], [-2.51672, 2.38310, -0.11141], [-3.01943, 1.47035, -0.39137], [-1.96684, 2.82645, -0.92708], [-3.25357, 3.09320, 0.23075], [-1.79647, 2.23470, 0.67819], [-3.82832, -0.96973, -1.86944], [-3.04465, -0.58475, -2.50339], [-4.68466, -1.23538, -2.46974], [-3.41471, -1.80674, -1.32854], [-4.28192, -0.25611, -1.19919], [-1.35925, 1.38998, -3.79862], [-1.83388, 1.85890, -4.64660], [-0.28645, 1.43019, -3.90687], [-1.64970, 1.97081, -2.93693], [-1.71155, 0.38283, -3.63812], [2.47805, -2.94229, 0.82615], [2.10122, -2.02622, 1.87928], [1.49135, -0.74800, 1.40460], [2.39560, 0.24473, 0.95207], [2.88351, 0.07698, -0.47189], [0.88778, -0.19357, 2.67464], [-0.09927, 0.92515, 2.38183], [3.32508, -2.51279, 0.29120], [1.67935, -3.10686, 0.10288], [2.83570, -3.91965, 1.15011], [1.38563, -2.57798, 2.48886], [2.97648, -1.82768, 2.49784], [1.97673, 1.25069, 0.97866], [3.25590, 0.37894, 1.60779], [3.73888, -0.58501, -0.60691], [2.07654, -0.28723, -1.10770], [3.22669, 0.99036, -0.95777], [1.62932, 0.16320, 3.38943], [0.38143, -0.97533, 3.24082], [0.13071, 1.74072, 1.69622], [-0.26160, 1.42583, 3.33633], [-1.03616, 0.47979, 2.04718]], "spin_multiplicity": 2, "total_energy_ha": -587.81048, "e_homo_ev": [-9.10, -9.04], "lumo_ha": [-0.10282, -0.17577]}

Entry 4:
{"formula": "C17H24N7OPtS", "method": "ωB97M-V/def2-TZVPD", "elements": ["Pt", "C", "N", "C", "C", "N", "N", "C", "N", "N", "H", "H", "H", "H", "H", "H", "H", "H", "H", "H", "H", "O", "N", "C", "C", "C", "C", "C", "S", "H", "H", "H", "H", "C", "C", "C", "C", "C", "C", "C", "C", "N", "H", "H", "H", "H", "H", "H", "H", "H", "H"], "positions_angstrom": [[-0.04180, -0.21427, 0.47403], [-3.99445, -3.37725, -0.11995], [-3.80046, -2.13764, -0.87023], [-4.77335, -1.12386, -0.51210], [-2.48793, -1.67234, -1.02908], [-2.07023, -0.51090, -0.73494], [-1.65845, -2.63675, -1.60060], [-0.26030, -2.62211, -1.69066], [0.24586, -3.92337, -1.83072], [0.39239, -1.54309, -1.66194], [-5.02361, -3.71126, -0.25455], [-3.81170, -3.24295, 0.95400], [-3.34526, -4.17547, -0.47087], [-5.77083, -1.54240, -0.63690], [-4.68141, -0.26745, -1.17555], [-4.66912, -0.78197, 0.52478], [-2.75882, 0.06722, -0.27879], [-2.09748, -3.49399, -1.86675], [-0.17523, -4.58154, -1.18766], [1.24776, -3.93355, -1.72177], [1.39775, -1.67179, -1.66771], [2.16737, 1.53293, -0.59814], [2.22448, 2.47944, 0.27220], [3.44392, 3.02591, 0.55270], [3.61591, 4.06963, 1.42127], [2.49482, 4.59544, 2.05898], [1.26981, 4.01981, 1.80697], [1.09346, 2.93378, 0.92799], [-0.46757, 2.22574, 0.69188], [4.24905, 2.56210, 0.00678], [4.61188, 4.45745, 1.59494], [2.58329, 5.42671, 2.74949], [0.37479, 4.38267, 2.29564], [-0.49166, -3.75300, 2.33064], [0.00117, -2.87101, 3.44479], [-0.10299, -3.24264, 4.77790], [0.32688, -2.40065, 5.80230], [0.84274, -1.15004, 5.46193], [0.95621, -0.73782, 4.14204], [1.47019, 0.62537, 3.76688], [0.57424, -1.61442, 3.09053], [0.77612, -1.28413, 1.79414], [-0.86083, -4.70849, 2.71735], [0.30872, -3.93516, 1.60379], [-1.29712, -3.25813, 1.77421], [-0.52978, -4.21191, 5.02267], [0.25054, -2.70506, 6.83909], [1.15960, -0.47198, 6.24930], [1.74266, 1.19848, 4.65759], [0.71800, 1.18096, 3.19980], [2.34159, 0.55277, 3.10897]], "spin_multiplicity": 3, "total_energy_ha": -1638.15244, "relative_energy_kj_mol": 64.7, "e_homo_ev": [-2.41, -2.97], "lumo_ha": [0.09228, 0.09227], "charge": -1}

Entry 5:
{"formula": "C18H27BiCl2NO6", "method": "ωB97M-V/def2-TZVPD", "elements": ["Bi", "C", "C", "O", "C", "C", "O", "C", "C", "O", "C", "C", "O", "C", "C", "O", "C", "C", "O", "H", "H", "H", "H", "H", "H", "H", "H", "H", "H", "H", "H", "H", "H", "H", "H", "H", "H", "H", "H", "H", "H", "H", "H", "Cl", "C", "C", "C", "C", "C", "Cl", "C", "N", "H", "H", "H"], "positions_angstrom": [[-11.06278, 6.78059, 9.31820], [-11.91620, 9.16292, 12.03739], [-11.88168, 7.80775, 12.66495], [-10.74327, 7.11745, 12.23744], [-10.45458, 5.88551, 12.88742], [-9.71503, 5.03366, 11.91956], [-10.50654, 4.51603, 10.82379], [-9.62344, 3.81474, 9.95236], [-10.29445, 3.52159, 8.63803], [-10.89311, 4.66032, 8.15178], [-11.47759, 4.48122, 6.82928], [-12.16508, 5.75884, 6.50321], [-11.14825, 6.76825, 6.66502], [-11.44546, 8.01685, 5.96027], [-10.78946, 9.09321, 6.72170], [-11.30734, 9.12735, 8.05982], [-10.85259, 10.27660, 8.73648], [-11.55076, 10.44432, 10.07588], [-11.76651, 9.14584, 10.64147], [-11.15105, 9.80329, 12.48970], [-12.88528, 9.63595, 12.28600], [-12.73247, 7.20587, 12.42522], [-11.83160, 7.88337, 13.74771], [-11.34282, 5.42343, 13.29243], [-9.79692, 6.12461, 13.79528], [-9.16155, 4.28201, 12.43209], [-8.99286, 5.77152, 11.53831], [-9.28527, 2.92987, 10.46893], [-8.67135, 4.40123, 9.78070], [-11.10704, 2.77825, 8.80625], [-9.50301, 3.12752, 7.96857], [-12.29035, 3.74557, 6.86239], [-10.69080, 4.27775, 6.10691], [-12.99160, 6.01770, 7.14277], [-12.46717, 5.79891, 5.44571], [-12.51646, 8.14947, 5.96563], [-11.09633, 7.97749, 4.93682], [-10.98279, 10.04173, 6.19082], [-9.71179, 8.94038, 6.84686], [-11.01782, 11.14496, 8.09039], [-9.82666, 10.19292, 8.83249], [-12.43097, 11.02665, 10.00944], [-10.83870, 10.98215, 10.73771], [-7.82332, 5.44985, 7.39067], [-7.18612, 5.97502, 8.96185], [-6.00004, 5.46272, 9.48831], [-5.45122, 5.99324, 10.64644], [-6.03414, 7.16360, 11.18417], [-7.18327, 7.66840, 10.61801], [-7.75696, 9.29150, 11.16043], [-7.94532, 6.99262, 9.61620], [-9.20341, 7.38912, 9.28636], [-5.61206, 4.65077, 8.92365], [-4.49064, 5.57344, 11.03998], [-5.58316, 7.65870, 12.04941]], "total_energy_ha": -2342.92039, "relative_energy_kj_mol": 0.0, "e_homo_ev": -10.02, "lumo_ha": -0.09952, "charge": 1}